Record 1
Entry from the Open Molecules 2025 dataset: the ion C6H9N2O2 with charge +1 in a non-equilibrium geometry (wB97M-V/def2-TZVPD).

The geometry in XYZ format:
```
19
Properties=species:S:1:pos:R:3:forces:R:3
C -0.531515 -0.061803 -0.992162 0.6 -0.8 0.6
C 0.625010 1.974397 -0.196966 -0.8 1.5 -2.6
C -0.391659 -0.935384 0.011149 0.7 1.1 0.0
C 1.769091 0.581987 1.335510 -1.6 1.1 0.1
C 2.264647 -0.506218 1.763118 0.4 -1.3 1.9
C -2.400171 -2.121600 -0.020176 0.0 -1.5 1.7
N 0.202104 1.109601 -1.133088 0.9 1.6 0.1
N 1.022583 1.618473 1.014980 0.5 0.1 -0.1
O -0.009660 1.678906 -2.387683 -1.0 0.4 0.7
O -1.002409 -1.973198 0.398098 -0.2 -0.7 0.6
H -0.932281 -0.255627 -1.948714 -0.8 -0.7 -0.8
H 0.668898 3.086278 -0.414086 -0.4 -1.7 -0.1
H 3.329002 -0.493657 1.955371 0.4 -0.3 -0.3
H 1.737538 -1.360891 2.253311 0.1 0.7 -0.9
H -2.949841 -1.300296 0.438603 -0.2 -0.3 -0.1
H -2.731401 -3.171443 0.319426 0.5 1.9 -0.6
H -2.312096 -2.019393 -1.058633 -0.7 -0.1 -1.6
H 0.838244 2.464895 1.546555 0.9 -0.7 1.5
H 0.803916 1.684971 -2.884616 0.9 -0.3 -0.1
```
Positions in Å, forces in eV/Å.

The value obtained for the energy above the lowest of the compared OMol25 structures with the same formula, charge and spin is 220.6 kcal per mole. As for the HOMO energy (spin up / spin down): -11.3 / -12.3 eV. As for the total charge: +1. Its orbital gap (spin up / spin down) is 6.902 / 7.702 eV.

=====

Record 2
Entry from the Open Molecules 2025 dataset: a structure of composition C4H4Br12 in a non-equilibrium geometry (wB97M-V/def2-TZVPD).

The geometry in XYZ format:
```
20
Properties=species:S:1:pos:R:3:forces:R:3
C -2.246645 -2.376029 -3.602963 0.5 0.6 -0.1
Br -2.085947 -4.197755 -3.937657 -0.1 -1.4 -0.5
Br -3.940356 -1.638874 -4.035010 -0.3 0.3 -0.4
Br -0.712258 -1.438035 -4.343898 -0.4 0.2 0.1
H -2.188089 -2.298208 -2.548911 0.3 0.3 0.7
C 2.004285 1.309019 3.966743 0.6 1.3 0.7
Br 1.846784 0.016098 5.310692 -0.1 -1.1 0.4
Br 2.997820 0.876700 2.437581 0.3 -0.7 -0.6
Br 2.797773 2.881046 4.782673 0.1 0.5 0.1
H 1.030469 1.647360 3.725010 -0.8 0.0 -0.6
C -0.145058 -1.438077 0.668581 -0.8 0.0 0.4
Br 0.431171 -3.231062 0.214954 -0.3 0.6 0.4
Br -0.746658 -1.105688 2.512901 0.2 -0.6 -0.5
Br -1.577995 -0.824365 -0.529310 0.6 -0.1 0.4
H 0.697950 -0.781622 0.611059 0.3 0.3 -0.5
C 0.294189 2.468683 -1.089847 -0.9 -0.7 -0.7
Br 0.022303 2.325808 0.826211 -0.4 0.6 -0.4
Br 2.109525 1.850232 -1.424546 -0.5 0.2 -0.3
Br -0.111379 4.166532 -1.993005 0.3 -0.5 0.8
H -0.477883 1.788235 -1.551257 1.3 0.5 0.6
```
Positions in Å, forces in eV/Å.

The value obtained for the energy above the lowest of the compared OMol25 structures with the same formula, charge and spin is 6.0 kcal per mole. As for the HOMO energy: -10.2 eV. As for the total charge: 0. Its orbital gap is 9.713 eV.

=====

Record 3
Entry from the Open Molecules 2025 dataset: a cluster of 2 separate species, C4H8 in total in a non-equilibrium geometry (wB97M-V/def2-TZVPD).

The geometry in XYZ format:
```
12
Properties=species:S:1:pos:R:3:forces:R:3
C 1.551484 -2.197079 0.704236 0.0 0.5 -1.3
C 2.641838 -2.852950 0.328038 1.1 -1.4 1.1
H 1.144495 -1.505250 -0.043689 0.4 0.9 1.1
H 1.099450 -2.352256 1.652384 -1.3 -0.9 0.1
H 3.456750 -2.216682 -0.118967 -1.0 -1.6 -0.9
H 2.751631 -3.959135 0.696710 0.8 2.5 -0.1
C -1.610044 2.654671 -0.084252 0.0 -3.0 -1.7
C -2.676439 2.330352 -0.847089 1.0 1.0 -1.3
H -1.605495 3.562128 0.423802 0.2 1.3 1.1
H -0.697637 1.943559 -0.050305 -1.6 1.4 0.1
H -3.488948 3.092540 -1.065911 0.9 -1.2 0.6
H -2.567085 1.500104 -1.594956 -0.5 0.6 1.1
```
Positions in Å, forces in eV/Å.

The value obtained for the energy above the lowest of the compared OMol25 structures with the same formula, charge and spin is 68.5 kcal per mole. As for the HOMO energy: -9.2 eV. Its SMILES is C=C.C=C. As for the total charge: 0. Its orbital gap is 10.269 eV.

=====

Record 4
Entry from the Open Molecules 2025 dataset: a structure of composition C41H54BrClInN3O3S3Si2 (wB97M-V/def2-TZVPD).

The geometry in XYZ format:
```
109
Properties=species:S:1:pos:R:3:forces:R:3
In 1.759060 -0.188421 0.637382 0.0 0.0 0.0
C 4.356307 2.351632 1.635978 0.0 0.0 0.0
Si 4.334725 1.733006 -0.137774 0.0 0.0 0.0
C 5.341743 0.151776 -0.179142 0.0 0.0 0.0
C 5.227235 3.001713 -1.204934 0.0 0.0 0.0
C 2.546507 1.451533 -0.640423 -0.1 0.0 0.0
C 1.681902 2.494313 0.002115 0.1 0.0 0.0
C 1.710143 3.864751 -0.268685 0.0 0.0 0.0
C 0.976263 4.728492 0.524889 0.0 0.0 0.0
C 0.212108 4.225929 1.570085 0.0 0.0 0.0
C 0.186911 2.857353 1.753439 0.0 0.0 0.0
N 0.893043 2.026009 0.988721 0.0 0.0 0.0
Si 2.250727 1.221930 -2.484256 0.0 0.1 0.0
C 3.584345 0.146755 -3.248994 0.0 0.0 0.0
C 2.222789 2.865515 -3.402473 0.0 0.0 0.0
C 0.598975 0.407726 -2.811512 0.0 -0.1 0.0
H 5.383830 2.526047 1.965025 0.0 0.0 0.0
H 3.917337 1.607512 2.306935 0.0 0.0 0.0
H 3.798079 3.281620 1.762108 0.0 0.0 0.0
H 5.313908 -0.337539 -1.151786 0.0 0.0 0.0
H 4.992785 -0.567731 0.566021 0.0 0.0 0.0
H 6.382990 0.394014 0.053013 0.0 0.0 0.0
H 6.253903 3.129601 -0.852252 0.0 0.0 0.0
H 4.745092 3.981546 -1.169188 0.0 0.0 0.0
H 5.273920 2.687554 -2.250148 0.0 0.0 0.0
H 2.327618 4.241067 -1.071405 0.0 0.0 0.0
H 1.009777 5.794704 0.336144 0.0 0.0 0.0
H -0.360751 4.874448 2.218776 0.0 0.0 0.0
H -0.411757 2.394155 2.528745 0.0 0.0 0.0
H 4.565241 0.624924 -3.259763 0.0 0.0 0.0
H 3.311918 -0.077244 -4.283736 0.0 0.0 0.0
H 3.662296 -0.796098 -2.704513 0.0 0.0 0.0
H 3.102951 3.480847 -3.200586 0.0 0.0 0.0
H 1.332435 3.445976 -3.151303 0.0 0.0 0.0
H 2.194268 2.671637 -4.478373 0.0 0.0 0.0
H 0.629548 -0.647637 -2.529260 0.0 0.0 0.0
H 0.349456 0.464335 -3.874945 0.0 0.0 0.0
H -0.200897 0.894555 -2.251129 0.0 0.0 0.0
C -3.963958 4.945073 -0.122291 0.0 0.0 0.0
C -3.548415 4.043796 -1.280915 0.0 0.0 0.0
S -2.103757 3.004882 -0.915455 0.0 0.0 0.0
C -2.792830 1.337345 -1.012779 0.0 0.0 0.0
C -3.744667 0.943628 0.108432 0.0 0.0 0.0
S -2.884517 0.848260 1.703061 0.0 -0.1 0.0
C -3.740583 2.067229 2.729359 0.0 0.0 0.0
C -3.553922 3.531686 2.335988 0.0 0.0 0.0
S -4.867920 4.139975 1.224128 0.0 0.0 0.0
H -4.649912 5.710777 -0.491051 0.0 0.0 0.0
H -3.099520 5.467306 0.291132 0.0 0.0 0.0
H -3.296356 4.666565 -2.141854 0.0 0.0 0.0
H -4.376562 3.398095 -1.575055 0.0 0.0 0.0
H -1.913978 0.691098 -0.983086 0.0 0.0 0.0
H -3.268959 1.198950 -1.986899 0.0 0.0 0.0
H -4.159128 -0.043073 -0.108382 0.0 0.0 0.0
H -4.571918 1.646244 0.195170 0.0 0.0 0.0
H -3.304548 1.909049 3.718656 0.0 0.0 0.0
H -4.799583 1.814063 2.806501 0.0 0.0 0.0
H -2.596848 3.671217 1.836440 0.0 0.0 0.0
H -3.575487 4.151517 3.233467 0.0 0.0 0.0
Br -2.926720 -3.159526 2.470416 0.0 0.0 0.0
C -3.158695 -2.700101 0.646224 0.0 -0.1 0.0
C -4.403725 -2.949141 0.087389 0.0 0.0 0.0
C -4.626829 -2.670260 -1.252011 0.0 0.0 0.0
C -3.614664 -2.120435 -2.024884 0.0 0.0 0.0
C -2.386757 -1.845233 -1.448561 0.0 -0.1 0.0
C -2.132875 -2.145612 -0.111106 0.0 0.0 -0.1
C -0.729234 -1.918606 0.391752 0.0 -0.1 0.1
O -0.171423 -2.800626 1.056711 0.0 0.1 -0.1
O -0.209840 -0.811091 0.033008 0.0 0.1 -0.1
H -5.188865 -3.368633 0.700847 0.0 0.0 0.0
H -5.597422 -2.876819 -1.684453 0.0 0.0 0.0
H -3.782536 -1.899362 -3.071085 0.0 0.0 0.0
H -1.587837 -1.411081 -2.035514 0.0 0.0 0.0
C 3.786717 -3.683127 -1.713489 0.0 0.0 0.0
C 2.886900 -3.092875 -0.669003 0.0 0.0 0.1
N 2.212378 -3.919845 0.129396 0.0 0.0 0.0
O 2.802058 -1.859273 -0.565892 -0.1 0.0 -0.1
H 3.957916 -4.747916 -1.567293 0.0 0.0 0.0
H 4.734988 -3.149601 -1.713737 0.0 0.0 0.0
H 3.301280 -3.526790 -2.678102 0.0 0.0 0.0
H 2.227977 -4.907057 -0.057218 0.0 0.0 0.0
H 1.438689 -3.536599 0.679561 0.0 0.0 0.0
Cl -1.727304 2.228108 6.076573 0.0 0.0 0.0
C -0.587625 1.290286 5.142309 0.0 0.0 0.0
C -1.011378 0.139934 4.499933 0.0 0.0 0.0
C -0.110536 -0.576903 3.728084 0.0 0.0 0.0
C 1.214634 -0.164992 3.581973 0.0 0.0 0.0
C 2.137420 -0.890181 2.661980 0.0 0.1 0.0
C 1.616059 0.983683 4.268347 0.0 0.0 0.0
C 0.728623 1.711858 5.045236 0.0 0.0 0.0
H -2.038308 -0.190805 4.588196 0.0 0.0 0.0
H -0.450602 -1.466467 3.210562 0.0 0.0 0.0
H 1.936068 -1.959818 2.655225 0.0 0.0 0.0
H 3.183953 -0.727641 2.924097 0.0 0.0 0.0
H 2.640615 1.325927 4.183066 0.0 0.0 0.0
H 1.049290 2.607121 5.561037 0.0 0.0 0.0
N 0.556005 -3.494195 -2.763516 0.0 -0.1 0.0
C -0.236238 -4.244354 -2.398632 0.0 0.1 0.0
C -1.246362 -5.172235 -1.959477 0.0 0.0 -0.1
C -1.993843 -5.860346 -2.915147 0.0 0.0 0.0
C -2.983040 -6.735951 -2.503617 0.0 0.0 0.0
C -3.226471 -6.921383 -1.148253 0.0 0.0 0.0
C -2.479557 -6.235383 -0.201936 0.0 0.0 0.0
C -1.482897 -5.357864 -0.599637 0.0 0.0 0.0
H -1.797411 -5.699248 -3.966548 0.0 0.0 0.0
H -3.567818 -7.270480 -3.240152 0.0 0.0 0.0
H -4.005282 -7.602038 -0.829608 0.0 0.0 0.0
H -2.677010 -6.368368 0.853709 0.0 0.0 0.0
H -0.915865 -4.800617 0.135887 0.0 0.0 0.0
```
Positions in Å, forces in eV/Å.

The value obtained for the energy above the lowest of the compared OMol25 structures with the same formula, charge and spin is 0.0 kcal per mole. As for the HOMO energy: -7.8 eV. As for the total charge: 0. Its orbital gap is 8.076 eV.

=====

Record 5
Entry from the Open Molecules 2025 dataset: an isolated molecule of C3H8N2O in a non-equilibrium geometry (wB97M-V/def2-TZVPD).

The geometry in XYZ format:
```
14
Properties=species:S:1:pos:R:3:forces:R:3
C -0.957725 0.338780 -0.873281 0.0 -3.0 0.3
C 0.300829 -0.114861 -0.050592 -1.4 -0.1 -1.4
C 1.104599 -1.383753 -0.410004 -1.5 -0.1 0.9
N -2.030108 1.240059 -0.542096 2.0 -0.4 -0.7
N 0.450892 0.307978 1.214107 0.3 -0.2 -0.2
O -1.950269 1.474475 0.856044 0.8 -4.0 0.2
H -0.568913 0.416728 -1.897875 -0.5 0.7 -0.1
H -1.409076 -0.780440 -0.983234 0.6 1.9 0.5
H 1.505621 -1.704823 0.599410 -0.5 -0.5 -1.3
H 1.948089 -1.269164 -1.041058 1.0 0.8 -0.5
H 0.523210 -2.163157 -0.996048 0.3 0.7 1.3
H -0.272472 0.962337 1.509943 0.2 -0.3 0.4
H 0.894210 -0.385670 1.812306 -0.3 0.7 0.4
H -2.109107 2.352663 0.964717 -1.1 3.9 0.2
```
Positions in Å, forces in eV/Å.

The value obtained for the energy above the lowest of the compared OMol25 structures with the same formula, charge and spin is 144.5 kcal per mole. As for the HOMO energy (spin up / spin down): -5.7 / -7.7 eV. As for the total charge: 0. Its orbital gap (spin up / spin down) is 5.662 / 8.447 eV.

=====

Let's list electronic energy in order: -13427.480 -844720.891 -4274.223 -190012.061 -8263.059 eV.